(1)
83
Properties=species:S:1:pos:R:3:mulliken_charge:R:1 method="wB97M-V/def2-TZVPD" multiplicity=1 lumo_energy_ev="-0.504 / -0.682" homo_energy_ev="-6.8 / -7.0" total_energy_ev=-94992.179 orbital_gap_ev="6.25 / 6.33"
Mo -0.4685 1.1597 0.2658 -1.0679
Cl -1.1719 7.9934 -1.2365 -0.2163
C -1.5596 6.3832 -0.7317 0.1768
C -0.6383 5.3705 -0.9859 -0.8036
C -0.9429 4.0858 -0.5783 -0.1852
N -0.1125 2.9709 -0.6609 0.2384
C 1.2268 2.9696 -0.8678 0.0318
O 1.9256 3.6889 -1.5489 -0.7464
C 1.6374 1.7922 -0.0417 1.8915
C 2.8448 1.0672 -0.3860 -0.8318
C 3.4995 0.3237 0.5131 -0.2999
C 2.9934 0.2701 1.8692 -1.1819
C 1.9712 1.0327 2.2502 -0.5485
N 1.3066 1.9397 1.3673 1.1625
C -2.1483 3.7898 0.0730 -0.3751
C -3.0602 4.8035 0.3226 -0.6943
C -2.7531 6.1002 -0.0858 0.1533
Cl -3.9079 7.3509 0.2407 -0.2193
N -2.2654 2.4200 0.3377 0.5407
C -3.4645 1.8552 0.5265 -0.2885
O -4.5328 2.3785 0.8296 -0.8005
C -3.4301 0.3909 0.1781 0.7848
C -4.5865 -0.3649 0.2246 -0.7262
C -4.5581 -1.6543 -0.2758 -0.5367
C -3.3782 -2.1318 -0.8240 -0.9077
C -2.2579 -1.3221 -0.8111 -0.4333
N -2.2686 -0.0864 -0.2979 0.4947
H 0.2915 5.5821 -1.4933 0.6288
H 3.1921 1.1822 -1.4039 0.6259
H 4.3976 -0.2176 0.2482 0.4069
H 3.4372 -0.3945 2.5971 0.3900
H 1.5834 1.0514 3.2594 0.4571
H -3.9964 4.5946 0.8136 0.6334
H -5.4772 0.0993 0.6231 0.5409
H -5.4474 -2.2713 -0.2610 0.4613
H -3.3082 -3.1169 -1.2637 0.5209
H -1.3338 -1.6657 -1.2423 0.7566
C -2.4133 -1.1155 5.0724 -0.9228
N -2.0096 -0.0993 4.1175 0.1947
C -2.1243 1.2641 4.2706 -1.2228
C -1.6299 1.8140 3.1343 -0.8591
N -1.1872 0.8049 2.2996 1.8136
C -1.4456 -0.3293 2.9244 -0.7291
H -1.9448 -0.9270 6.0363 0.3624
H -2.0874 -2.0853 4.7060 0.3160
H -3.4959 -1.1175 5.1877 0.3380
H -2.5606 1.7103 5.1464 0.4539
H -1.5976 2.8482 2.8403 0.6031
H -1.1778 -1.3099 2.5706 0.2420
O 0.7827 -2.0325 2.1668 -0.7906
C 1.0084 -1.8276 0.9865 -1.2898
N 1.7970 -2.6456 0.2115 -0.1065
C 1.6620 -2.3522 -1.1994 2.3792
C 0.8874 -1.0228 -1.0876 -0.5457
O 0.5688 -0.3055 -2.0239 -0.8685
N 0.5225 -0.7900 0.1988 1.7378
C 3.0141 -2.2261 -1.8921 -0.2278
C 3.2531 -1.2912 -2.8930 -0.0516
C 4.5015 -1.2168 -3.4977 -1.1923
C 5.5195 -2.0766 -3.1170 -0.5420
C 5.2831 -3.0178 -2.1245 -0.8631
C 4.0390 -3.0892 -1.5177 -0.4450
C 0.7291 -3.3387 -1.9156 0.2770
C 0.6425 -3.3330 -3.3053 -0.2763
C -0.2559 -4.1627 -3.9570 -0.8911
C -1.0792 -5.0136 -3.2316 -0.5557
C -1.0021 -5.0213 -1.8482 -0.9185
C -0.1088 -4.1821 -1.1931 -0.1117
H 1.9910 -3.5708 0.5552 0.5017
H 2.4663 -0.6100 -3.1872 0.7159
H 4.6759 -0.4754 -4.2669 0.4281
H 6.4918 -2.0136 -3.5879 0.4226
H 6.0693 -3.6956 -1.8181 0.4164
H 3.8772 -3.8241 -0.7387 0.3432
H 1.2777 -2.6731 -3.8791 0.4387
H -0.3112 -4.1462 -5.0377 0.4469
H -1.7741 -5.6669 -3.7429 0.4209
H -1.6366 -5.6821 -1.2707 0.4682
H -0.0769 -4.1867 -0.1106 0.3589
I 3.0775 4.2663 2.1785 0.0402
C 1.1887 3.2671 1.9636 -1.4221
H 0.5639 3.9182 1.3664 0.4525
H 0.7899 3.1599 2.9669 0.6270

=====

(2)
84
Properties=species:S:1:pos:R:3:lowdin_spin:R:1 method="wB97M-V/def2-TZVPD" multiplicity=2 lumo_energy_ev="-1.270 / -1.278" homo_energy_ev="-7.1 / -7.0" relative_energy_kj_mol=88.0 total_energy_ev=-108171.159 orbital_gap_ev="5.84 / 5.76"
Ru 0.4297 1.2200 0.8525 0.6697
Cl -4.1216 -3.8121 2.6174 0.0001
C -2.7733 -2.7269 2.7344 0.0004
C -2.8030 -1.5570 1.9795 0.0022
C -1.7173 -0.6976 2.0223 0.0048
N -1.5513 0.4938 1.3032 0.0436
C -2.5848 1.1375 0.7608 0.0004
O -3.7731 0.8269 0.7098 -0.0023
C -2.1525 2.4526 0.1750 0.0003
C -3.0993 3.2907 -0.3876 -0.0009
C -2.7129 4.5319 -0.8516 0.0022
C -1.3772 4.8878 -0.7371 -0.0006
C -0.4849 3.9897 -0.1882 0.0028
N -0.8519 2.7834 0.2723 -0.0049
C -0.6067 -1.0029 2.8338 0.0111
C -0.6014 -2.1520 3.6107 0.0033
C -1.6888 -3.0184 3.5442 0.0017
Cl -1.6416 -4.4698 4.4940 0.0009
N 0.3687 -0.0280 2.7649 0.1353
C 1.2514 0.2168 3.7261 0.0088
O 1.5490 -0.4381 4.7211 0.0042
C 1.8370 1.5924 3.5244 0.0016
C 2.7794 2.0843 4.4102 -0.0001
C 3.1972 3.3951 4.2899 0.0013
C 2.6316 4.1800 3.2962 -0.0006
C 1.7114 3.6094 2.4399 0.0013
N 1.3229 2.3326 2.5268 0.0070
H -3.6575 -1.3356 1.3624 0.0002
H -4.1171 2.9269 -0.4175 -0.0001
H -3.4298 5.2095 -1.2969 0.0001
H -1.0107 5.8423 -1.0879 0.0000
H 0.5694 4.2182 -0.1571 -0.0001
H 0.2350 -2.3636 4.2597 -0.0002
H 3.1362 1.4128 5.1786 0.0003
H 3.9386 3.8057 4.9629 0.0001
H 2.8988 5.2200 3.1720 -0.0001
H 1.2596 4.1992 1.6599 0.0000
S 2.1117 2.2833 -0.4479 0.0308
C 1.3226 1.9176 -1.9659 0.0001
N 1.7152 2.4933 -3.0598 0.0058
N 1.0347 2.3081 -4.2063 0.0027
C -0.3560 2.2372 -4.4296 0.0001
C -1.2962 2.6937 -3.5072 0.0002
C -2.6440 2.6538 -3.8237 0.0000
C -3.0760 2.1693 -5.0516 0.0003
C -2.1359 1.7338 -5.9733 0.0000
C -0.7837 1.7647 -5.6673 0.0003
N 0.3763 0.8991 -2.0635 -0.0034
N -0.0027 0.3736 -0.9971 -0.0014
C -0.8406 -0.7707 -1.2283 0.0010
C -0.6469 -1.8937 -0.4417 -0.0007
C -1.3908 -3.0358 -0.6891 0.0000
C -2.3437 -3.0371 -1.6974 -0.0003
C -2.5426 -1.8983 -2.4696 0.0001
C -1.7840 -0.7614 -2.2492 -0.0001
H 1.5725 2.6048 -5.0019 0.0001
H -0.9794 3.0827 -2.5482 0.0000
H -3.3655 3.0044 -3.0961 0.0000
H -4.1316 2.1335 -5.2848 0.0000
H -2.4534 1.3565 -6.9368 0.0000
H -0.0538 1.4085 -6.3848 0.0000
H 0.0805 -1.8626 0.3544 -0.0004
H -1.2405 -3.9138 -0.0732 0.0000
H -2.9430 -3.9211 -1.8728 0.0000
H -3.2962 -1.8929 -3.2463 0.0000
H -1.9243 0.1303 -2.8464 0.0000
N 2.8735 -0.9477 -1.5789 0.0047
C 2.7696 -1.5773 -0.3936 0.0128
S 2.5384 -0.7141 1.0259 0.0430
N 2.8810 -2.9214 -0.4529 0.0064
C 2.7848 -3.8887 0.5894 0.0010
C 3.6397 -4.9815 0.5111 0.0001
C 3.5580 -5.9968 1.4513 0.0001
C 2.6330 -5.9162 2.4813 0.0002
C 1.7879 -4.8187 2.5592 0.0001
C 1.8519 -3.8058 1.6151 0.0006
H 2.9041 0.0598 -1.5786 0.0013
H 2.7836 -1.4326 -2.4561 0.0002
H 3.2268 -3.2944 -1.3239 0.0003
H 4.3728 -5.0341 -0.2862 0.0000
H 4.2257 -6.8456 1.3800 0.0000
H 2.5719 -6.7025 3.2221 0.0000
H 1.0608 -4.7456 3.3590 0.0000
H 1.1946 -2.9549 1.6998 0.0001

=====

(3)
74
Properties=species:S:1:pos:R:3:mulliken_charge:R:1 method="wB97M-V/def2-TZVPD" multiplicity=1 lumo_energy_ev=-0.935 smiles="O=C1c2ccccc2C(=O)c2ccccc21.O=C1c2ccccc2C(=O)c2ccccc21.O=C(O)NCCCc1ccccc1" homo_energy_ev=-9.4 total_energy_ev=-53652.819 orbital_gap_ev=8.44
O 2.6362 -5.5861 1.0718 -0.5622
C 2.6887 -5.2151 -0.0797 0.3590
O 2.5723 -6.0893 -1.1027 -0.4612
N 2.8903 -3.8625 -0.4239 -0.0582
C 1.9726 -3.3695 -1.4809 -1.3155
C 0.9568 -2.3956 -0.8602 0.2504
C -0.4886 -2.5779 -1.3618 -1.3975
C -0.9590 -4.0212 -1.3925 0.3208
C -0.6311 -4.8543 -0.3247 0.0458
C -1.0270 -6.1878 -0.3306 -0.8805
C -1.7370 -6.6643 -1.4243 -0.3710
C -2.0646 -5.8473 -2.4906 -0.6872
C -1.6768 -4.5102 -2.4774 -0.5383
H 2.1191 -6.8672 -0.7493 0.3546
H 3.8608 -3.6577 -0.6173 0.2774
H 1.5127 -4.1937 -2.0216 0.5164
H 2.5843 -2.8238 -2.2019 0.3803
H 1.2698 -1.3813 -1.1228 0.8136
H 0.9599 -2.4959 0.2234 -0.1925
H -1.1336 -2.0530 -0.6521 0.4852
H -0.6001 -2.1083 -2.3298 0.5995
H -0.0632 -4.4951 0.5262 0.4634
H -0.7668 -6.8406 0.4932 0.4901
H -2.0465 -7.7032 -1.4400 0.3794
H -2.5991 -6.2136 -3.3579 0.3953
H -1.8943 -3.8269 -3.2893 0.4087
C 3.5607 -2.2373 3.7148 -0.7037
C 2.9758 -2.0344 2.4692 -0.0528
C 2.3198 -0.8408 2.2015 -0.7847
C 2.2354 0.1446 3.1799 0.1930
C 2.8015 -0.0780 4.4388 0.2808
C 3.4724 -1.2658 4.6965 -0.6811
C 2.6863 0.9348 5.5255 0.6186
O 3.1824 0.7402 6.6153 -0.6702
C 1.9385 2.1901 5.2395 0.2780
C 1.7696 3.1258 6.2523 -0.6153
C 1.0894 4.3046 5.9977 -0.4476
C 0.5825 4.5583 4.7274 -0.6277
C 0.7440 3.6269 3.7160 -0.4625
C 1.4140 2.4358 3.9699 0.1708
C 1.5477 1.4323 2.8752 0.3000
O 1.1017 1.6752 1.7710 -0.6162
H 4.0806 -3.1641 3.9197 0.4264
H 3.0401 -2.8068 1.7114 0.5129
H 1.8700 -0.6690 1.2335 0.6684
H 3.9199 -1.4256 5.6679 0.4743
H 2.1691 2.9256 7.2369 0.4746
H 0.9545 5.0303 6.7890 0.3908
H 0.0573 5.4832 4.5284 0.4191
H 0.3481 3.8186 2.7281 0.5363
C -3.8865 6.2635 -5.2664 -0.4941
C -3.8157 6.9718 -4.0712 -0.4578
C -3.2895 6.3735 -2.9389 -0.5887
C -2.8413 5.0596 -2.9930 0.1522
C -2.9330 4.3418 -4.1868 0.1363
C -3.4471 4.9519 -5.3243 -0.5234
C -2.5014 2.9163 -4.2577 0.4765
O -2.5770 2.2950 -5.2975 -0.6660
C -1.9837 2.2762 -3.0170 0.2060
C -1.6259 0.9341 -3.0437 -0.8352
C -1.1304 0.3255 -1.9015 0.6496
C -0.9830 1.0604 -0.7289 -0.5826
C -1.3402 2.3973 -0.6940 -1.1508
C -1.8500 3.0077 -1.8332 0.4259
C -2.2612 4.4375 -1.7679 0.6911
O -2.1340 5.0803 -0.7465 -0.6702
H -4.2903 6.7359 -6.1523 0.3959
H -4.1704 7.9931 -4.0254 0.4015
H -3.2272 6.9211 -2.0086 0.4738
H -3.5044 4.3948 -6.2493 0.4710
H -1.7399 0.3702 -3.9605 0.5217
H -0.8476 -0.7292 -1.9053 -0.1649
H -0.5894 0.5902 0.1638 0.4388
H -1.2281 2.9683 0.2170 0.5352